# 1
The following is a quantum chemistry calculation of the molecule C9H11N, from the OMol25 dataset.

The frontier orbital gap is 0.319 hartree. The HOMO energy is -7.67 eV. The total energy is -10995.3765 eV.

```
21
Properties=species:S:1:pos:R:3:lowdin_charge:R:1
N 1.36 -0.67 0.34 0.112
C -0.83 -1.45 -0.38 -0.084
C 1.17 -3.06 -0.22 -0.038
C -1.13 -0.15 -0.35 -0.108
C 0.58 -1.66 -0.08 -0.315
C 0.88 1.60 1.41 -0.042
C 1.29 1.83 -0.08 -0.080
C 0.77 0.57 0.39 -0.272
C -2.36 0.60 -0.57 -0.130
C 0.31 2.73 0.54 -0.065
H 0.68 3.77 0.65 0.116
H -1.30 -2.31 -0.86 0.107
H -2.65 1.54 0.14 0.127
H 2.23 2.02 -0.36 0.094
H -0.76 2.52 0.23 0.084
H -3.15 -0.23 -0.78 0.101
H 2.29 -2.96 -0.44 0.104
H 1.17 1.60 2.38 0.094
H 0.65 -3.55 -1.01 0.053
H -2.17 0.93 -1.60 0.074
H 0.97 -3.68 0.63 0.067
```

# 2
The following is a quantum chemistry calculation of the ion C9H11N2O2 with charge -1, from the OMol25 dataset.

The charge is -1. The frontier orbital gap (alpha / beta) is 0.198 / 0.198 hartree. The HOMO energy (alpha / beta) is -1.91 / -1.91 eV. The total energy is -16581.6992 eV.

```
24
Properties=species:S:1:pos:R:3:lowdin_charge:R:1
O 0.19 -3.30 -1.65 -0.210
O -1.51 0.22 -0.15 -0.041
N 0.31 -1.90 2.60 -0.002
N 0.30 -2.47 -0.65 -0.285
C 1.16 -1.31 -1.01 -0.087
C -0.55 0.65 -1.04 -0.316
C 0.82 0.11 -0.51 -0.229
C -0.31 -2.56 0.49 -0.043
C -0.97 0.82 1.04 -0.234
C 0.10 -1.55 1.46 -0.511
C -0.58 2.33 0.73 -0.122
C 0.45 0.16 0.96 -0.142
C -0.57 2.19 -0.81 -0.135
H -1.32 3.01 1.23 0.101
H -1.44 2.68 -1.26 0.090
H 0.34 2.55 1.25 0.093
H 1.78 0.64 -0.66 0.139
H 0.29 2.82 -1.37 0.139
H 1.24 0.37 1.75 0.128
H -0.93 -3.52 0.62 0.149
H 2.13 -1.51 -0.60 0.111
H -0.63 0.30 -2.13 0.170
H 1.20 -1.46 -2.15 0.139
H -1.50 0.73 1.86 0.096
```

# 3
The following is a quantum chemistry calculation of the ion C9H11N2O3 with charge -1, from the OMol25 dataset.

Its spin multiplicity is 3. The charge is -1. The frontier orbital gap (alpha / beta) is 0.172 / 0.216 hartree. The HOMO energy (alpha / beta) is -1.40 / -4.69 eV. The total energy is -18630.0147 eV.

```
25
Properties=species:S:1:pos:R:3:mulliken_spin:R:1
O -4.72 -0.89 1.19 0.375
O -5.90 -0.21 -0.59 0.010
O -2.40 -1.74 -0.43 0.288
N -1.06 1.53 0.05 0.035
N -2.12 2.28 -0.21 0.185
C 0.38 -0.31 -0.01 -0.014
C -3.34 1.66 -0.15 0.619
C 0.22 -1.24 1.23 0.002
C -3.55 0.33 -0.28 0.028
C -4.89 -0.33 0.08 0.000
C 0.72 -1.04 -1.30 -0.004
C -1.04 0.24 -0.17 0.014
C 1.44 0.66 0.28 -0.001
C -2.43 -0.55 -0.34 0.405
H 1.31 -0.42 -2.00 -0.001
H 1.07 -1.77 1.51 -0.001
H -4.16 2.33 -0.18 0.058
H 2.40 0.30 0.56 0.001
H -0.13 -1.37 -1.75 0.002
H 1.37 -1.97 -1.17 0.000
H -0.24 -0.81 2.07 -0.001
H -2.01 3.05 0.40 -0.001
H 1.36 1.43 -0.67 0.000
H -0.56 -1.97 0.99 0.001
H 1.19 1.47 0.99 0.000
```

Number 1: largest force on an atom 0.087 Eh/bohr. Number 2: largest force on an atom 0.131 Eh/bohr. Number 3: largest force on an atom 0.113 Eh/bohr.